[1]
# C23H44ClF3I3N3O8PS5

A structure of composition C23H44ClF3I3N3O8PS5 in a non-equilibrium geometry (wB97M-V/def2-TZVPD, OMol25).

Structure (XYZ):
```
91
Properties=species:S:1:pos:R:3:forces:R:3:lowdin_charge:R:1
I 0.41744 -1.17720 -2.02000 0.09 0.16 -0.13 0.99
I 1.08209 3.61783 4.25418 -0.22 0.04 -0.13 1.24
I -4.21976 0.23238 -0.84607 -0.06 0.09 0.17 1.03
Cl 1.20116 -1.58068 1.21221 0.43 0.06 0.30 0.79
S 1.48652 1.61727 -6.73785 -0.05 0.07 -0.13 0.80
S 0.19925 2.57741 -2.40900 -0.06 0.12 0.20 0.33
S -5.02943 3.00668 -5.35994 -0.14 0.03 0.02 0.82
S 3.21071 -5.68880 2.82217 -0.05 -0.04 0.07 0.80
S -0.49910 1.16375 5.54477 0.42 -0.27 1.60 0.64
P 1.06561 2.10575 -0.75166 -0.10 -0.02 -1.20 0.44
F -2.26127 2.67073 4.42569 -0.28 0.14 -0.16 0.14
F -2.88929 1.80248 6.30134 -0.17 -0.15 0.10 0.22
F -2.84372 0.58139 4.50554 -0.16 -0.12 -0.11 0.17
O -2.92679 3.16882 -0.02283 1.22 0.22 0.34 0.01
O 3.46379 -0.26658 3.35616 -0.48 0.16 0.29 -0.03
O 0.84451 0.69511 -5.76838 -0.01 -0.09 0.17 -0.57
O -0.12917 2.03721 6.58957 0.09 0.93 -0.07 -0.28
O -0.31503 -0.22120 5.74665 -0.26 -0.60 -0.89 -0.19
O 2.40803 -5.36787 1.60916 0.06 0.04 -0.05 -0.56
O -3.99492 2.35092 -4.51603 0.11 -0.01 0.03 -0.56
O 5.36803 -1.44289 3.44190 -1.28 1.08 -0.92 0.11
N 0.97786 1.42485 1.91403 0.69 -0.25 -0.83 -0.06
N -0.23582 -0.21695 2.96355 -1.82 1.14 -1.54 0.17
N 0.28163 1.71548 4.13163 0.15 0.25 0.49 -0.47
C 0.35560 0.96884 3.00202 0.08 -0.39 0.31 -0.45
C -1.35471 -2.03841 1.86462 -0.44 0.05 0.30 -0.34
C -2.82103 -1.59687 1.81246 0.29 -0.21 0.32 -0.08
C -2.27574 1.57402 5.17434 0.42 0.19 -0.14 -0.68
C -0.80382 0.17392 0.58205 0.14 0.57 -0.25 -0.29
C -0.88599 2.67847 1.12636 0.29 0.11 -1.08 -0.14
C 2.15744 2.98884 -5.79187 0.09 0.07 0.04 -0.28
C -1.13286 -2.85654 3.14526 0.10 -0.67 -0.27 -0.21
C 2.45007 1.42901 1.84348 0.03 0.50 1.00 -0.18
C -1.18864 -0.39570 -0.79080 -0.19 0.15 -0.02 -0.68
C -2.20806 0.44366 -1.58941 0.47 -0.36 -0.51 -0.79
C -0.02362 -3.89313 3.13055 0.56 1.04 0.33 -0.11
C -4.23522 4.39742 -6.16924 0.07 0.06 -0.08 -0.27
C -0.37323 -0.86773 1.62570 0.69 -0.82 0.27 -0.64
C -2.28314 0.05690 -3.04910 -0.70 0.30 0.12 -0.27
C 3.17169 1.10785 3.14680 0.16 -0.19 -0.40 -0.20
C -5.20881 2.00200 -6.83545 0.03 -0.04 -0.11 -0.27
C 3.22343 -7.47611 2.98037 -0.04 -0.11 0.02 -0.27
C 0.05013 1.50985 0.69742 0.15 -0.49 0.82 -0.40
C 4.93837 -5.54687 2.37130 0.12 -0.15 -0.07 -0.26
C -1.73307 3.37472 0.08029 -1.62 -0.16 -0.30 -0.28
C 3.07099 0.89760 -7.17859 0.11 -0.01 0.00 -0.27
C 4.67201 -0.62082 2.88943 1.69 -1.95 1.07 -0.33
H -5.65194 1.05406 -6.54008 -0.02 0.00 0.05 0.05
H 3.62682 0.65555 -6.27290 -0.04 0.00 0.03 0.06
H -2.39464 -1.00672 -3.17854 0.24 -0.46 -0.12 0.06
H 2.67886 1.48479 4.02523 -0.07 -0.19 0.31 0.04
H 2.21375 -7.79799 3.22421 -0.03 0.03 0.01 0.05
H 3.63014 1.60103 -7.79497 -0.01 0.01 -0.02 0.05
H -1.70947 -1.30875 -0.59405 -0.16 -0.63 0.21 0.03
H 2.74427 3.63004 -6.44938 -0.01 0.00 -0.02 0.05
H 3.53529 -7.92278 2.03695 -0.01 0.04 -0.03 0.06
H -3.41159 -2.14894 2.51806 -0.19 -0.31 0.48 0.09
H -1.25053 4.12788 -0.54735 0.17 0.11 -0.04 0.09
H -3.99400 5.13281 -5.40547 -0.02 -0.01 0.05 0.05
H 3.90231 -7.76224 3.78294 0.00 0.01 0.02 0.06
H -3.32242 4.06106 -6.66060 0.00 -0.05 0.02 0.06
H 1.32124 3.55162 -5.38341 -0.04 -0.02 -0.01 0.03
H 2.79741 2.41801 1.60227 0.01 0.47 -0.45 0.10
H -0.15028 -4.57639 3.95169 -0.20 -0.48 0.20 0.08
H -3.23754 -1.83702 0.85880 -0.32 0.26 -0.58 0.01
H 5.15193 -4.50477 2.17608 0.01 0.24 -0.01 0.04
H 2.81910 0.71352 1.13597 -0.13 -0.36 -0.65 0.09
H -1.11391 -2.25481 4.04119 0.16 0.35 0.35 0.10
H -2.99543 -0.55557 2.03394 -0.13 0.43 -0.07 0.05
H -3.17119 0.50910 -3.44748 -0.37 0.28 -0.37 0.01
H 2.87722 -0.00983 -7.74518 -0.05 -0.01 -0.01 0.05
H 1.73862 3.20134 -0.19464 0.05 -0.08 0.41 0.00
H 4.10533 1.63933 3.08497 0.45 0.39 0.06 0.13
H -1.57409 2.32930 1.87714 -0.23 -0.13 0.51 0.11
H 5.55701 -5.89472 3.19790 -0.01 0.01 0.02 0.06
H -2.02715 -3.44761 3.24023 -0.62 -0.09 0.00 0.11
H -0.22358 3.43258 1.51618 0.14 0.46 0.38 0.07
H -5.86678 2.50933 -7.54031 -0.02 0.01 0.01 0.05
H 2.05330 1.14389 -0.95028 0.20 -0.12 0.41 -0.05
H 2.77411 2.60473 -4.97930 -0.02 -0.05 0.00 0.05
H -4.22940 1.82876 -7.28089 0.03 0.01 0.04 0.06
H -1.18901 -0.18214 3.32114 0.17 -0.66 0.90 0.12
H -4.92185 4.83428 -6.89360 -0.02 0.01 0.01 0.05
H -1.19932 -2.74109 1.06600 0.19 -0.19 -0.57 0.13
H 0.05325 -4.40357 2.19081 -0.14 -0.47 -0.42 0.06
H 0.93817 -3.43258 3.28261 0.50 0.15 0.05 0.04
H -1.46464 0.47890 -3.60618 0.54 -0.17 -0.21 0.03
H -2.00591 1.49604 -1.56038 -0.01 0.34 0.30 -0.01
H -1.75846 0.50899 0.96538 -0.54 0.01 -0.01 0.09
H 4.99369 -0.13719 1.96495 -0.06 0.37 -0.21 0.15
H 5.12709 -6.13903 1.47560 -0.04 0.00 0.00 0.06
```
Forces are in eV/Å.

Properties
* total charge: +1
* multiplicity: 1
* electronic energy: -5653.66818 a.u.

[2]
# C23H44DyNOP3

A structure of composition C23H44DyNOP3 in a non-equilibrium geometry (wB97M-V/def2-TZVPD, OMol25).

Structure (XYZ):
```
73
Properties=species:S:1:pos:R:3:forces:R:3:lowdin_charge:R:1
Dy -0.32352 -0.54892 -1.20902 -0.98 1.28 1.96 1.22
P 2.33992 -0.22604 -0.12911 1.48 0.07 0.76 0.73
P -3.04007 0.17028 -1.59113 -1.86 0.36 -0.08 0.71
P 0.41459 -2.86916 -2.29448 0.18 -1.65 -0.51 0.69
O 0.41157 0.38336 -3.01650 1.33 -1.08 0.36 -0.25
N -0.79798 -0.48710 1.07165 -0.27 -0.38 0.60 -0.17
C -1.72669 -2.05856 2.64301 -0.07 -0.50 -0.93 0.02
C 1.21428 -2.86188 -3.92145 0.22 0.18 -0.31 -0.23
C 2.87190 1.34468 0.64952 -0.28 0.48 -0.08 -0.24
C -0.72786 1.96495 -4.37175 -0.33 -0.10 -0.16 -0.03
C -1.18646 -3.70894 -2.59050 -0.12 0.19 0.17 -0.23
C 0.28857 0.69976 -6.65715 0.25 0.21 0.12 -0.03
C 0.19254 4.29977 0.31822 0.31 -0.27 -1.12 -0.07
C -1.42154 -1.21674 3.70572 0.23 0.24 0.45 -0.21
C 0.64443 4.29750 -0.95600 -0.61 -1.02 1.04 -0.07
C -0.52457 0.35565 2.10810 -0.15 -0.59 0.05 -0.09
C 3.81992 -0.57230 -1.16046 -0.26 -0.06 -0.43 -0.25
C 1.42679 -3.95648 -1.25242 0.10 -0.04 0.31 -0.23
C -0.69781 1.68105 -6.77568 -0.16 0.06 0.07 -0.03
C -1.21092 2.31882 -5.64206 0.51 0.04 0.20 -0.03
C -4.19627 -0.87944 -0.61861 0.35 -0.25 0.11 -0.25
C 0.21565 0.95760 -4.30049 -0.41 -0.14 -0.95 -0.27
C -3.50442 1.85689 -1.04186 0.51 0.28 0.18 -0.24
C -3.82577 0.10951 -3.24168 0.38 -0.24 -0.31 -0.24
C -1.37446 -1.69582 1.34935 0.32 0.97 0.63 -0.15
C -0.77314 -0.00802 3.42823 0.16 0.35 -0.67 0.03
C 2.64923 -1.37594 1.26988 -0.34 -0.23 -0.09 -0.25
C -1.76457 -1.58927 5.11036 -0.28 -0.15 0.11 0.00
C 0.79786 0.34798 -5.40389 -0.56 0.22 0.09 -0.01
H 2.40541 2.20355 0.14882 0.20 -0.15 0.16 0.02
H 1.58839 -0.39014 -5.27735 -0.20 0.12 -0.18 0.11
H 3.69432 -1.51488 -1.71202 0.19 0.23 0.08 0.03
H -1.96799 3.10017 -5.73532 0.28 -0.25 0.00 0.13
H -3.77463 -0.91218 -3.63787 -0.07 0.20 -0.02 0.05
H 2.14402 -1.00571 2.16870 0.08 -0.13 -0.14 0.04
H 0.86567 4.16989 1.16573 -0.10 0.17 -0.18 0.05
H 3.96859 0.24975 -1.87471 0.01 -0.27 0.11 0.06
H -2.17506 -0.73313 5.65374 0.09 -0.10 -0.08 0.11
H -0.09638 1.32630 1.84397 -0.07 -0.32 0.10 0.12
H -4.34393 2.24553 -1.63390 0.23 -0.19 0.16 0.07
H 1.68642 4.05982 -1.19050 -0.28 0.50 0.03 0.05
H 2.07178 -2.17485 -3.93843 -0.03 -0.30 0.03 0.05
H 0.92805 -0.48569 -3.06568 -0.02 1.50 -1.13 0.03
H 4.70420 -0.64564 -0.50983 -0.31 0.02 -0.22 0.07
H 2.26632 -2.37664 1.03818 0.17 0.11 0.17 0.03
H -0.06042 4.35153 -1.79193 0.35 0.32 0.23 0.04
H -0.88291 -1.93604 5.66146 -0.03 0.08 -0.15 0.12
H -3.30097 0.77773 -3.93404 -0.13 -0.14 0.08 0.04
H -1.04564 -4.57525 -3.24748 -0.09 0.12 0.16 0.08
H -2.64133 2.52741 -1.15608 -0.32 0.03 0.02 0.03
H -3.94693 -1.93735 -0.78021 -0.26 0.17 0.01 0.04
H 1.57122 -3.87305 -4.15596 -0.09 0.21 0.00 0.09
H -1.06603 1.96333 -7.76415 0.10 -0.16 0.34 0.13
H 0.99210 -4.02746 -0.24538 0.03 -0.10 -0.27 0.05
H -1.63501 -4.02527 -1.64028 0.14 -0.11 -0.18 0.06
H 0.67476 0.20503 -7.54304 0.00 0.16 0.09 0.13
H -0.86829 4.41868 0.54261 0.28 0.19 -0.04 0.05
H 2.43600 -3.53639 -1.13516 -0.24 -0.14 -0.16 0.05
H -2.50230 -2.39452 5.11999 0.10 0.09 0.08 0.10
H 0.51284 -2.53206 -4.69825 0.07 -0.14 0.17 0.07
H 2.58307 1.35652 1.70859 0.06 0.03 -0.27 0.06
H -0.46604 0.65493 4.23656 -0.21 -0.08 -0.21 0.15
H 3.72916 -1.43647 1.45750 -0.29 0.03 0.00 0.07
H -1.10949 2.41717 -3.44919 0.06 -0.11 -0.40 0.11
H -4.87968 0.41109 -3.17192 0.30 -0.08 0.09 0.07
H -2.23427 -3.00846 2.81506 0.17 0.24 -0.02 0.14
H -1.56693 -2.36709 0.49948 -0.03 0.12 0.20 0.09
H -5.23634 -0.69778 -0.92532 0.34 -0.02 0.08 0.08
H 3.96542 1.44096 0.57738 -0.35 -0.08 0.07 0.07
H -4.08559 -0.66741 0.45207 -0.06 -0.02 -0.22 0.05
H -3.78642 1.84614 0.01752 0.08 0.00 -0.21 0.06
H 1.49791 -4.95953 -1.69162 -0.01 0.20 0.09 0.08
H -1.89356 -3.00795 -3.06087 0.20 -0.22 -0.06 0.05
```
Forces are in eV/Å.

Properties
* ΔE to the lowest compared entry with this formula, charge and spin: 0.0 kcal per mole
* total charge: +3
* multiplicity: 6

[3]
# C23H44F9N4O7P2SSbSe4Ti

A structure of composition C23H44F9N4O7P2SSbSe4Ti in a non-equilibrium geometry (wB97M-V/def2-TZVPD, OMol25).

Structure (XYZ):
```
96
Properties=species:S:1:pos:R:3:forces:R:3:lowdin_charge:R:1
Sb 2.13896 -0.52884 1.54535 1.46 -0.20 0.97 0.07
Se 2.13653 1.28695 -0.17217 1.38 0.30 0.27 0.18
Se 4.21152 -1.86579 1.15433 -0.16 -0.11 -0.12 -0.24
Se -0.91118 -1.56085 1.29890 0.00 -0.17 0.58 0.27
Se 2.51046 0.29983 3.85394 -0.20 0.09 -0.02 -0.24
Ti -0.10146 0.22986 -0.34164 -1.07 0.68 0.08 0.10
S -0.53064 1.88900 1.46866 -0.33 1.01 0.86 0.63
P 0.52367 -2.69396 -1.15101 0.05 -0.96 -0.18 0.43
P -2.30939 -1.89273 -1.43912 -0.85 -0.58 -0.11 0.48
F -1.27348 4.44824 -0.39728 0.07 -0.20 0.08 0.14
F -2.86665 2.04554 -3.21458 0.12 0.01 0.06 0.14
F 0.91664 3.40199 -3.71960 -0.13 -0.04 0.08 0.14
F 0.79314 3.99764 -0.82302 -0.01 -0.10 -0.03 0.13
F -2.87969 2.24096 -1.07275 0.02 0.06 0.09 0.16
F -0.34521 5.21775 -2.17778 -0.11 -0.14 0.06 0.12
F -0.50673 1.90840 -4.36163 -0.06 0.31 0.13 0.14
F -1.09528 3.97419 -4.29119 0.09 -0.10 0.10 0.13
F -2.96977 4.00422 -2.31287 0.11 -0.05 -0.09 0.13
O 0.91797 -3.47070 -2.51091 0.16 0.12 0.26 -0.22
O 0.76885 -1.24234 -1.34668 0.32 -1.06 -0.73 -0.45
O -1.83293 -0.49807 -1.47754 -0.14 -0.01 -0.33 -0.35
O -2.89818 -2.36824 -2.86627 0.10 0.01 0.36 -0.21
O 1.43969 -3.25174 -0.02716 -0.28 -0.17 -0.42 -0.31
O -3.62014 -1.94481 -0.54984 0.04 -0.09 -0.11 -0.20
O -0.31035 1.67848 -1.66761 -0.74 1.24 -0.72 -0.30
N -2.60770 0.73157 2.78408 0.25 -0.06 0.14 -0.14
N -0.70178 1.16498 3.98120 0.01 -0.07 -0.28 0.07
N 1.42400 0.26913 -3.63778 0.40 -0.05 -0.25 0.24
N -3.32395 0.87390 1.58932 -0.28 0.05 -0.36 0.00
C 1.35986 -5.69318 -0.43346 0.06 0.19 -0.05 -0.05
C 4.02611 2.59932 -2.88940 -0.04 0.00 0.06 -0.07
C 1.76263 -4.55258 0.48848 0.10 -0.23 0.19 -0.45
C -1.19523 -3.31201 -1.12820 0.13 0.34 -0.26 -0.30
C 3.35122 -3.02001 -2.46339 -0.21 0.14 0.10 -0.06
C -2.61266 -1.89462 -4.18945 0.18 0.20 -0.47 -0.43
C 3.74645 1.44081 -3.84669 0.30 0.02 -0.12 -0.58
C -0.37479 3.02509 -3.64082 0.02 -0.20 -0.40 -0.52
C -1.25737 -1.22569 -4.33079 -0.18 0.06 0.24 -0.06
C -2.39926 2.78118 -2.17925 -0.31 -0.18 0.02 -0.53
C -2.72496 -3.09911 -5.11534 -0.13 0.05 0.19 -0.05
C 2.42606 0.83129 -3.64416 -0.26 -0.20 0.01 -0.18
C 1.15880 -4.68157 1.87367 0.06 0.22 0.01 -0.05
C 2.08295 -3.10842 -3.29040 0.23 -0.02 -0.34 -0.44
C 4.77848 0.32266 -3.63168 -0.03 0.06 0.08 -0.04
C -1.32470 1.21651 2.79598 -0.42 0.25 0.08 -0.87
C -5.20575 -3.59447 -1.43023 0.05 0.15 0.07 -0.06
C 3.77631 1.93958 -5.30063 0.01 0.00 0.00 -0.05
C -3.92178 -4.03193 0.70150 0.03 0.18 0.05 -0.06
C -0.40649 4.12267 -1.36386 0.11 0.27 -0.01 -0.54
C 2.18233 -4.16934 -4.37761 -0.16 0.08 0.17 -0.05
C -4.54340 -2.97842 -0.20577 -0.13 -0.21 0.02 -0.43
C -0.82689 2.81202 -2.15466 -0.13 -0.19 -0.01 -0.29
H -2.67943 -2.76884 -6.15372 0.00 -0.02 -0.02 0.08
H -1.90174 -3.79238 -4.93215 0.03 0.01 0.02 0.08
H 4.76314 2.34907 -5.52823 0.02 -0.01 0.03 0.08
H 3.25281 3.36403 -2.95794 0.02 0.00 0.02 0.08
H 4.58010 -0.51809 -4.29933 0.03 0.00 -0.01 0.08
H -5.30159 -2.43440 0.36452 0.03 -0.02 0.00 0.14
H 1.80054 -5.57808 -1.42172 -0.02 -0.02 -0.03 0.06
H -6.01270 -4.25595 -1.10876 0.01 -0.03 0.01 0.08
H -3.38173 -4.78049 0.11947 0.04 -0.02 0.03 0.07
H 4.19394 -2.77591 -3.11258 0.00 -0.03 -0.05 0.08
H 3.56414 -3.96031 -1.95145 0.02 -0.05 -0.01 0.08
H -4.47977 -4.16598 -2.00727 -0.03 -0.04 -0.03 0.07
H -1.31405 -4.02680 -1.94906 0.01 0.07 -0.04 0.08
H -5.61575 -2.81603 -2.07302 -0.01 -0.02 -0.03 0.08
H 4.06423 2.24377 -1.86170 -0.05 0.02 0.02 0.01
H -4.70204 -4.53886 1.27210 -0.05 -0.04 -0.07 0.08
H 2.91938 -3.87425 -5.12496 0.03 -0.01 0.00 0.08
H -3.23759 -3.55017 1.40282 0.07 -0.02 -0.02 0.05
H 2.85050 -4.50753 0.59312 -0.02 0.03 -0.06 0.09
H 1.46773 -5.62822 2.32205 -0.02 -0.05 -0.03 0.08
H -3.39877 -1.17344 -4.44211 0.02 -0.02 0.05 0.14
H 3.28412 -2.24201 -1.70190 0.09 0.01 0.06 0.03
H 0.27325 -5.74178 -0.54230 -0.01 -0.08 -0.01 0.08
H 2.48114 -5.12376 -3.93823 0.03 -0.03 -0.03 0.07
H 3.03320 2.72348 -5.45005 -0.01 0.00 0.01 0.08
H -2.95869 0.24349 0.87346 0.15 -0.12 0.08 0.00
H -1.17719 -0.34779 -3.69683 0.08 -0.04 -0.04 0.05
H -0.45932 -1.91704 -4.05318 0.03 0.01 -0.04 0.07
H -1.11059 -0.90808 -5.36444 0.01 -0.06 -0.03 0.09
H -0.96540 0.42337 4.61453 -0.14 0.11 0.11 0.10
H -1.41006 -3.77515 -0.17454 0.05 0.15 0.11 0.01
H 0.06975 -4.61534 1.84453 -0.02 -0.04 -0.02 0.06
H 0.31509 1.29581 3.93042 0.16 -0.26 0.02 -0.08
H 5.78356 0.70345 -3.82736 0.00 0.02 -0.01 0.08
H -2.64172 -0.20424 3.18240 0.07 -0.04 -0.05 0.09
H 1.52490 -3.86583 2.49761 -0.03 0.01 0.00 0.08
H 4.99069 3.04636 -3.14499 0.00 -0.02 -0.06 0.08
H 1.71635 -6.63081 -0.00441 -0.06 -0.01 0.05 0.08
H -3.66544 -3.62692 -4.94752 -0.02 0.00 -0.05 0.07
H 1.21391 -4.30373 -4.86298 0.02 0.03 -0.06 0.07
H -4.28509 0.62129 1.77742 0.01 0.02 0.08 0.07
H 4.72929 -0.02922 -2.59985 0.01 -0.03 0.00 0.09
H 1.88109 -2.13358 -3.74439 -0.05 -0.02 0.11 0.11
H 3.56292 1.12692 -5.99685 0.01 -0.01 0.00 0.08
```
Forces are in eV/Å.

Properties
* ΔE to the lowest compared entry with this formula, charge and spin: 0.0 kcal per mole
* total charge: -2
* multiplicity: 3